(1)
{"formula": "C4H16Si3", "method": "wB97M-V/def2-TZVPD", "energy_ev": -28036.7404, "e_lumo_ev": 0.87, "homo_ha": -0.35492, "de_lowest_kj_mol": 281.9, "species": ["Si", "Si", "Si", "C", "C", "C", "C", "H", "H", "H", "H", "H", "H", "H", "H", "H", "H", "H", "H", "H", "H", "H", "H"], "positions_angstrom": [[-0.51713, -0.00519, 0.01132], [3.27028, 0.62654, 0.41884], [1.23803, 1.31872, -0.55401], [-0.38533, -1.87090, -0.66047], [-2.92522, 1.64104, 0.69472], [-2.25247, 0.78406, -0.38487], [0.78125, -2.60038, -0.01022], [-3.64946, 2.39431, 0.29660], [1.57933, 1.11357, -1.93688], [2.96699, 0.39304, 1.98457], [1.67887, -2.39987, -0.74130], [0.48451, -3.60439, -0.12926], [-0.07973, 0.19071, 1.76709], [-3.43168, 1.08752, 1.34241], [-1.43755, -2.40021, -0.38867], [1.27098, 2.86839, -0.41205], [0.85946, -2.36889, 0.97299], [-2.13244, 1.39809, -1.19294], [3.80845, -0.61588, -0.07706], [-0.42667, -1.64130, -1.79320], [4.33815, 1.51901, 0.28503], [-2.96035, 0.13707, -0.68080], [-2.07828, 2.03496, 1.18816]], "forces_ev_per_angstrom": [[-0.9589, -0.5312, 2.5147], [-2.0152, -0.9154, 2.3903], [1.3540, 1.2765, -0.0254], [-3.2272, 2.0432, 0.2448], [1.7064, 1.9809, -2.9493], [1.6776, 0.6270, 2.5870], [0.5709, 0.2452, -5.8121], [0.9408, -0.3692, 0.1673], [0.0671, -0.0437, -1.1189], [0.4538, 0.2804, -1.6105], [-1.1311, -0.4518, 2.1358], [0.4134, -1.5985, 0.1468], [-1.0540, -0.6482, -2.4761], [-2.1071, -2.5667, 2.9037], [2.3164, 1.3344, -0.6468], [-0.4413, -1.1221, 0.1348], [0.8302, 0.8529, 2.8410], [0.7449, 1.6550, -2.3532], [0.0234, -0.7731, -0.3644], [0.4963, -1.0287, 1.6128], [1.1593, 1.3849, -0.1473], [-2.1406, -3.0902, -1.2338], [0.3210, 1.4585, 1.0588]]}

=====

(2)
{"formula": "C4H17N2O2", "method": "wB97M-V/def2-TZVPD", "energy_ev": -11495.6447, "e_lumo_ev": [0.62, 0.55], "homo_ha": [-0.10630, -0.35442], "spin_multiplicity": 2, "de_lowest_kj_mol": 82.1, "species": ["O", "O", "N", "N", "C", "C", "C", "C", "H", "H", "H", "H", "H", "H", "H", "H", "H", "H", "H", "H", "H", "H", "H", "H", "H"], "positions_angstrom": [[2.70415, 3.09262, 0.31615], [-3.46958, -0.73227, 0.86403], [-0.50398, -1.02159, -1.57310], [-0.25756, -2.09457, 1.31417], [-0.05114, 0.26055, 0.47797], [0.12956, -0.66333, 1.64366], [0.93075, 0.97609, -1.74460], [0.52823, -0.21469, -0.88847], [-3.97594, -0.49424, 0.08059], [0.57163, -2.76724, 1.39854], [3.10773, 2.98314, -0.55111], [1.50941, 0.69413, -2.62563], [-0.12052, -1.72826, -2.19749], [-0.53445, -2.10865, 0.32634], [-1.07457, -0.45834, -2.19012], [2.76521, 4.00064, 0.63326], [1.40565, -0.85715, -0.77244], [-0.50483, -0.33181, 2.46422], [0.07888, 1.52082, -2.15125], [-1.08548, 0.40593, 0.18145], [-3.98078, -0.40832, 1.61321], [-1.09354, -2.35858, 1.88369], [0.38617, 1.24195, 0.66125], [1.15137, -0.68175, 1.97785], [1.38364, 1.74494, -1.14218]], "forces_ev_per_angstrom": [[-0.3013, -0.3847, 0.3416], [0.1184, 0.0304, 0.0244], [0.0994, -0.8118, -0.1747], [-0.0287, 0.8561, -0.1961], [0.3741, 0.2049, -1.8612], [-0.5044, -0.0970, 0.0748], [-0.3519, 0.3674, -0.2507], [-0.1092, 0.0220, -0.3752], [-0.0327, -0.0164, 0.0279], [-0.1838, -0.0606, 0.2876], [0.0984, 0.5408, 0.2005], [0.2858, -0.0263, 0.2369], [0.2533, 0.0920, 0.3022], [-0.2855, -0.1925, -0.2000], [-0.1551, 0.3132, 0.2474], [0.2458, -0.1180, -0.5025], [-0.0536, 0.0259, 0.2654], [0.0524, -0.1661, 0.1019], [-0.5499, -0.2568, 0.0140], [-0.4255, 0.1230, 0.7223], [-0.0231, -0.0274, -0.0358], [0.1825, -0.4030, 0.0275], [0.0176, -0.0377, 0.4966], [0.4608, -0.0459, 0.1147], [0.8160, 0.0686, 0.1107]]}

=====

(3)
{"formula": "C4H17N2O2", "method": "wB97M-V/def2-TZVPD", "energy_ev": -11492.5644, "e_lumo_ev": -3.03, "charge": 1, "homo_ha": -0.49453, "de_lowest_kj_mol": 128.0, "species": ["O", "O", "N", "N", "C", "C", "C", "C", "H", "H", "H", "H", "H", "H", "H", "H", "H", "H", "H", "H", "H", "H", "H", "H", "H"], "positions_angstrom": [[0.34542, 3.85735, 0.38274], [-4.10129, -1.04322, 1.70280], [2.97987, 0.54802, -0.55517], [0.27918, 1.12239, -0.59566], [0.66679, -0.38567, -0.58780], [2.07910, -0.42517, 0.02126], [-1.08447, -2.26874, -0.57038], [-0.36329, -1.18535, 0.24865], [-0.39234, -2.85993, -1.16790], [-0.50361, 3.83383, -0.07533], [0.46276, 1.34193, -1.57159], [-1.14277, -0.49581, 0.57360], [0.11247, -1.53662, 1.14644], [-1.75296, -1.76471, -1.28760], [3.59437, 0.25344, -1.28824], [0.95763, 1.69095, -0.08621], [-4.26614, -1.96149, 1.48036], [2.37435, -1.47692, -0.10353], [-0.65344, 1.43466, -0.35666], [3.33504, 1.20354, 0.11377], [-1.80249, -2.79024, 0.05560], [1.98927, -0.37152, 1.11451], [-4.32931, -0.89476, 2.62302], [0.50589, 4.80782, 0.42641], [0.70996, -0.63380, -1.64309]], "forces_ev_per_angstrom": [[-0.3380, -0.0191, -0.3359], [0.4066, 0.3925, -0.4032], [-1.2617, 0.0561, 0.4129], [1.0069, -0.3301, -1.1819], [-0.4205, 0.6859, 1.5939], [-0.1726, -1.1193, -0.1793], [-0.3900, 1.1624, -0.2862], [-0.3275, 0.3931, -1.2217], [-0.1685, -0.4915, 0.3987], [-0.0525, 0.0575, 0.1002], [-0.1940, 0.7411, -0.0005], [0.0075, 0.0470, 0.2380], [0.2420, -0.4560, 0.3116], [0.3500, -0.0108, -0.0117], [0.3375, -0.0688, 0.1323], [0.0037, 0.1159, 0.1956], [-0.2049, -0.0870, 0.3175], [0.3379, 0.1973, -0.2300], [-0.3458, -0.5363, 0.1934], [0.6286, -0.0370, -0.1182], [0.4733, -0.6348, 0.0731], [0.0851, 0.5946, -0.1976], [-0.1348, -0.3022, 0.0512], [0.3208, -0.0420, 0.1838], [-0.1890, -0.3088, -0.0361]]}

=====

(4)
{"formula": "C4H17N2O2", "method": "wB97M-V/def2-TZVPD", "energy_ev": -11493.3424, "e_lumo_ev": -2.95, "charge": 1, "homo_ha": -0.44349, "de_lowest_kj_mol": 52.9, "species": ["O", "O", "N", "N", "C", "C", "C", "C", "H", "H", "H", "H", "H", "H", "H", "H", "H", "H", "H", "H", "H", "H", "H", "H", "H"], "positions_angstrom": [[-0.62506, 2.91746, -0.98948], [0.55147, 2.16815, 1.33923], [1.34729, -0.25450, 2.06226], [-1.58968, -1.92181, -1.89010], [0.26301, -0.57075, -1.02866], [0.82384, -1.58054, -0.01642], [0.45051, -1.28586, 1.41951], [-1.25738, -0.66027, -1.23965], [1.23643, -0.29999, 3.07502], [0.57313, 0.42697, -0.70007], [-1.60367, -2.72676, -1.28506], [-2.44029, -1.86844, -2.42570], [2.33247, -0.41646, 1.85712], [1.07026, 0.74008, 1.78627], [0.41117, -2.15261, 2.07128], [-0.12113, 2.26422, 0.63053], [-1.50196, 0.12080, -1.95644], [0.02813, 3.57688, -1.24666], [-1.48452, 3.29595, -1.22379], [-0.53390, -0.83460, 1.49466], [0.43866, -2.58450, -0.22381], [1.90949, -1.65100, -0.14200], [0.73536, -0.75070, -1.99407], [-1.76781, -0.50349, -0.28879], [0.37070, 2.85332, 1.99089]], "forces_ev_per_angstrom": [[-0.3097, 0.0289, 0.0562], [-0.2060, -0.0962, 0.1046], [-0.0224, 0.0135, 0.2800], [0.2848, 0.1839, -0.0644], [0.1239, -0.1508, 0.2556], [-0.2313, -0.3017, -0.2833], [-0.2292, 0.4753, 0.2957], [0.8488, -0.4002, -0.3872], [0.0988, -0.0174, 0.0049], [-0.2066, 0.1058, -0.1631], [-0.1796, -0.0010, 0.0894], [-0.1262, -0.1071, 0.0803], [-0.0177, -0.0145, -0.0792], [0.1114, -0.2967, -0.1862], [0.3913, -0.1774, -0.0544], [0.2390, 0.2672, -0.0789], [-0.2667, 0.2074, 0.2730], [0.0096, 0.0295, -0.0744], [0.2025, -0.0983, 0.0226], [-0.2576, -0.0096, -0.1743], [0.0977, 0.0984, -0.1490], [-0.0271, -0.0565, 0.1849], [0.0215, 0.0129, 0.0097], [-0.3342, 0.2372, 0.0695], [-0.0150, 0.0673, -0.0323]]}

=====

(5)
{"formula": "C4H17N2O2", "method": "wB97M-V/def2-TZVPD", "energy_ev": -11492.0205, "e_lumo_ev": -2.97, "charge": 1, "homo_ha": -0.47402, "de_lowest_kj_mol": 180.5, "species": ["O", "O", "N", "N", "C", "C", "C", "C", "H", "H", "H", "H", "H", "H", "H", "H", "H", "H", "H", "H", "H", "H", "H", "H", "H"], "positions_angstrom": [[-0.27707, 2.68334, -2.10366], [1.13177, 2.64324, 0.16392], [-1.89332, -1.26826, -1.95612], [1.88629, 0.33247, 1.09589], [0.90476, -0.45885, 1.96574], [-0.22600, -1.29957, -0.16539], [0.23452, -1.63219, 1.27050], [-1.77917, -1.18802, -0.42058], [-2.36874, -1.80563, 0.19955], [-2.08141, -0.16228, -0.11081], [1.07004, 3.55583, 0.48876], [0.02714, 0.23952, 2.24735], [-0.64967, -1.85531, 1.86524], [1.51900, 1.04705, 0.49606], [1.46866, -0.74783, 2.89348], [0.03382, 2.25799, -2.86211], [0.10229, -2.08517, -0.77614], [2.28358, -0.32982, 0.34366], [0.83372, -2.45255, 1.39413], [-1.81616, -2.23210, -2.25553], [2.74860, 0.58288, 1.71301], [0.24451, -0.34578, -0.53598], [-2.87680, -1.03866, -2.16135], [0.61193, 2.49948, -0.64972], [-1.13229, 3.06022, -2.13991]], "forces_ev_per_angstrom": [[1.1525, 0.3337, 2.6619], [0.2304, -0.1523, 0.3789], [-1.3955, 0.3608, 2.0781], [3.1698, -3.9212, 0.5549], [-1.5177, 1.4829, 1.1846], [-0.8669, 0.9646, 0.7844], [-1.4883, 2.3672, -0.0401], [2.2518, 2.2280, -1.8372], [-0.5637, -1.4450, 0.3013], [0.0749, -0.4831, -0.4625], [-0.1512, -0.4985, -0.5096], [1.8966, -0.5903, -0.2888], [-0.0611, 0.0023, 0.1842], [-0.4661, 2.0348, 0.5114], [-0.6680, 0.2784, -0.9360], [0.0019, -0.7648, -2.1021], [0.6321, -0.9890, -1.1416], [-0.4661, 0.7538, 1.5795], [1.6045, -2.2861, -0.4089], [0.2013, -0.2394, 0.1219], [-2.0905, 0.2060, -1.6839], [-0.5515, -0.9600, 0.1038], [0.5951, 0.0200, -0.1393], [-0.2834, 1.0182, -0.1602], [-1.2411, 0.2791, -0.7347]]}

=====

(6)
{"formula": "C4H17N2O2", "method": "wB97M-V/def2-TZVPD", "energy_ev": -11491.4453, "e_lumo_ev": -2.92, "charge": 1, "homo_ha": -0.47802, "de_lowest_kj_mol": 236.0, "species": ["O", "O", "N", "N", "C", "C", "C", "C", "H", "H", "H", "H", "H", "H", "H", "H", "H", "H", "H", "H", "H", "H", "H", "H", "H"], "positions_angstrom": [[-1.64956, -2.11419, 2.40510], [1.59232, 1.39025, -2.95063], [-1.74233, 1.05215, 1.06395], [-0.67009, -0.21529, -1.28511], [1.79529, -0.76171, -1.09638], [0.45444, -0.70760, -0.41243], [-0.52297, 0.43857, 1.63017], [0.64951, 0.58356, 0.65633], [-0.30374, 0.50848, -1.88505], [1.55585, 0.27695, 1.26100], [-1.05170, -0.95913, -1.92129], [-1.46722, 1.95839, 0.76014], [1.73431, -1.28674, -2.08912], [-1.59224, -2.24336, 3.30599], [1.28578, 1.56169, -3.84167], [1.78915, 2.24664, -2.57041], [-2.30206, -2.59426, 1.95414], [-0.41242, 1.04231, 2.57629], [-2.43701, 1.15164, 1.78712], [2.33620, 0.21521, -1.28010], [-2.07999, 0.45524, 0.19694], [-0.68003, -0.51721, 2.15341], [0.11958, -1.63219, -0.08953], [2.59079, -1.41924, -0.64377], [1.00810, 1.56981, 0.31490]], "forces_ev_per_angstrom": [[1.4881, 1.8821, -2.4049], [-0.3161, -0.0741, 0.0379], [-1.1541, -2.5437, -1.5717], [-0.5680, -1.2355, -0.2872], [2.3716, -1.3849, -1.7268], [1.0279, 5.7147, -1.2919], [1.3899, 2.1944, 2.6222], [0.6294, -4.5493, 1.5608], [0.1310, 0.2113, -0.3026], [-0.8968, 0.1448, -0.4373], [0.7481, 0.8500, 0.8368], [-0.0557, 0.9809, -0.6414], [-0.2482, 0.7669, 0.5639], [-0.3979, -1.0675, 2.8312], [0.0221, 0.1657, -0.3198], [0.1236, 0.3454, -0.0865], [-1.4313, -1.3523, -0.2085], [0.5271, 0.0815, -0.9019], [-0.6129, -0.0690, 0.0737], [-1.1129, -1.1414, 0.3240], [0.9164, 1.3682, 1.3950], [-0.1280, 0.0580, -1.6991], [-0.2939, -1.5427, 1.7611], [-1.0680, 0.5809, 0.4562], [-1.0912, -0.3842, -0.5831]]}